# 1
{
  "formula": "C19H36CuF6GeNO7S2Si",
  "method": "ωB97M-V/def2-TZVPD",
  "species": ["Cu", "C", "C", "C", "C", "O", "Ge", "O", "C", "C", "C", "C", "O", "C", "C", "C", "C", "H", "H", "H", "H", "H", "H", "H", "H", "H", "H", "H", "H", "H", "H", "H", "H", "H", "H", "H", "H", "H", "H", "H", "H", "H", "H", "H", "F", "C", "F", "F", "S", "O", "O", "N", "S", "O", "O", "C", "F", "F", "F", "C", "Si", "C", "C", "C", "C", "H", "H", "H", "H", "H", "H", "H", "H", "H"],
  "coordinates": [[0.09, 0.91, 0.22], [1.36, -4.35, -0.99], [2.22, -3.26, -0.35], [3.70, -3.61, -0.48], [1.84, -3.10, 1.12], [1.95, -2.07, -1.07], [2.42, -0.41, -0.53], [1.56, 2.06, 0.49], [2.44, 2.48, 1.51], [1.83, 3.61, 2.34], [3.69, 3.01, 0.80], [2.86, 1.35, 2.46], [1.09, 0.34, -1.61], [0.86, 1.03, -2.84], [0.82, 2.56, -2.62], [-0.46, 0.51, -3.39], [2.01, 0.65, -3.78], [1.56, -5.32, -0.54], [1.57, -4.40, -2.06], [0.31, -4.10, -0.86], [3.93, -4.56, 0.02], [4.32, -2.83, -0.04], [3.97, -3.71, -1.54], [1.77, -4.07, 1.62], [0.87, -2.60, 1.19], [2.58, -2.49, 1.65], [1.50, 4.42, 1.68], [2.57, 4.01, 3.04], [0.97, 3.27, 2.91], [3.44, 3.91, 0.23], [4.06, 2.26, 0.10], [4.49, 3.26, 1.51], [1.99, 0.82, 2.84], [3.42, 1.75, 3.30], [3.50, 0.62, 1.95], [-0.19, 2.95, -2.76], [1.49, 3.07, -3.32], [1.16, 2.79, -1.61], [-1.26, 0.67, -2.66], [-0.38, -0.56, -3.58], [-0.72, 1.03, -4.32], [2.95, 1.08, -3.41], [1.83, 1.03, -4.79], [2.11, -0.43, -3.81], [-3.57, 1.59, 3.71], [-2.96, 0.89, 2.75], [-2.54, -0.25, 3.29], [-3.85, 0.62, 1.80], [-1.49, 1.88, 2.12], [-0.36, 1.01, 2.37], [-1.56, 3.11, 2.85], [-1.69, 2.09, 0.57], [-2.70, 3.17, -0.05], [-2.75, 2.94, -1.46], [-3.89, 3.31, 0.72], [-1.81, 4.82, 0.11], [-2.43, 5.60, 0.99], [-1.83, 5.43, -1.08], [-0.55, 4.66, 0.48], [-4.68, -2.08, -0.64], [-3.16, -2.81, 0.18], [-3.53, -3.23, 1.97], [-2.63, -4.36, -0.74], [-1.83, -1.56, 0.13], [-0.99, -0.69, 0.17], [-5.55, -2.72, -0.54], [-4.49, -1.91, -1.71], [-4.91, -1.11, -0.19], [-4.21, -4.08, 2.06], [-3.99, -2.37, 2.46], [-2.60, -3.46, 2.50], [-3.45, -5.08, -0.82], [-1.80, -4.85, -0.23], [-2.30, -4.11, -1.75]],
  "multiplicity": 2,
  "e_tot_ha": -6729.52519,
  "homo_energy_ev": [-5.80, -5.72],
  "gap_ev": [8.1, 7.6],
  "total_charge": -1,
  "s_squared": 0.754,
  "lumo_ha": [0.085, 0.069],
  "de_lowest_kcal_mol": 48.58,
  "molar_mass_g_mol": 732.86
}

# 2
{
  "formula": "C19H36CuNO8",
  "method": "ωB97M-V/def2-TZVPD",
  "species": ["Cu", "C", "C", "O", "H", "H", "H", "H", "H", "C", "C", "C", "O", "C", "O", "O", "H", "H", "H", "H", "H", "H", "C", "C", "C", "O", "C", "O", "O", "H", "H", "H", "H", "H", "H", "C", "C", "C", "C", "C", "C", "N", "O", "C", "C", "C", "H", "H", "H", "H", "H", "H", "H", "H", "H", "H", "H", "H", "H", "H", "H", "H", "H", "H", "H"],
  "coordinates": [[12.09, -8.97, 0.94], [15.60, -7.96, 0.66], [14.26, -7.16, 1.01], [13.56, -7.44, 2.19], [15.97, -7.83, -0.36], [15.41, -9.03, 0.79], [16.41, -7.80, 1.37], [13.63, -7.29, 0.13], [14.46, -6.09, 0.96], [12.87, -15.61, 0.65], [13.40, -14.26, 1.12], [14.73, -13.88, 0.52], [14.46, -12.57, 0.12], [13.21, -12.19, 0.33], [12.77, -11.13, 0.12], [12.54, -13.16, 0.77], [13.72, -16.22, 0.32], [12.16, -15.44, -0.16], [12.39, -16.23, 1.41], [13.52, -14.19, 2.20], [14.98, -14.47, -0.36], [15.40, -13.97, 1.37], [12.31, -11.98, -4.81], [12.04, -10.48, -4.46], [10.66, -9.99, -4.42], [10.45, -9.33, -3.25], [11.52, -9.41, -2.45], [11.61, -8.78, -1.39], [12.47, -10.16, -3.09], [12.08, -12.09, -5.87], [11.89, -12.70, -4.12], [13.40, -12.00, -4.95], [12.71, -9.84, -5.04], [10.01, -10.87, -4.49], [10.51, -9.33, -5.27], [8.18, -10.50, 2.96], [8.61, -10.13, 1.50], [7.41, -9.96, 0.56], [6.78, -8.49, 0.43], [7.82, -7.57, 0.12], [9.00, -7.47, 1.18], [9.44, -8.83, 1.54], [10.55, -8.85, 2.39], [10.03, -6.64, 0.50], [8.39, -6.69, 2.43], [9.54, -11.28, 0.85], [9.04, -10.74, 3.58], [7.57, -9.81, 3.53], [7.43, -11.27, 2.75], [7.49, -10.47, -0.40], [6.52, -10.52, 0.84], [5.90, -8.43, -0.21], [6.52, -8.18, 1.45], [7.44, -6.64, -0.32], [8.21, -7.99, -0.81], [9.58, -5.79, -0.01], [10.46, -7.00, -0.44], [10.87, -6.39, 1.15], [8.04, -5.73, 2.06], [9.24, -6.55, 3.10], [7.77, -7.37, 3.01], [9.05, -12.25, 0.74], [9.94, -11.07, -0.14], [10.33, -11.59, 1.53], [10.13, -8.99, 3.24]],
  "multiplicity": 2,
  "e_tot_ha": -3042.29434,
  "homo_energy_ev": [-10.84, -10.82],
  "gap_ev": [8.8, 6.2],
  "total_charge": 1,
  "s_squared": 0.759,
  "lumo_ha": [-0.074, -0.170],
  "molar_mass_g_mol": 470.04
}

# 3
{
  "formula": "C19H36NO7S3",
  "method": "ωB97M-V/def2-TZVPD",
  "species": ["C", "C", "C", "C", "C", "N", "C", "C", "C", "C", "C", "C", "S", "O", "O", "O", "H", "H", "H", "H", "H", "H", "H", "H", "H", "H", "H", "H", "H", "H", "H", "H", "H", "H", "H", "H", "C", "C", "C", "S", "O", "O", "C", "H", "H", "H", "H", "H", "H", "H", "H", "C", "C", "C", "S", "O", "O", "C", "H", "H", "H", "H", "H", "H", "H", "H"],
  "coordinates": [[-3.80, 1.78, -1.84], [-3.93, 0.37, -1.67], [-3.87, -1.20, -1.19], [-2.50, -2.00, -1.68], [-1.35, -1.03, -2.32], [-0.10, -1.73, -2.80], [1.07, -0.77, -3.01], [0.62, 0.75, -3.45], [0.88, 1.97, -2.59], [0.38, -2.85, -1.88], [1.85, -3.46, -2.28], [3.10, -2.93, -1.36], [2.83, -3.04, 0.49], [2.08, -1.77, 1.03], [2.14, -4.34, 0.98], [4.41, -2.96, 1.21], [-3.80, 2.96, -1.87], [-4.00, -1.27, -0.01], [-4.85, -1.72, -1.64], [-2.16, -2.63, -0.75], [-2.85, -2.74, -2.55], [-1.85, -0.53, -3.29], [-1.14, -0.18, -1.50], [-0.29, -2.20, -3.74], [1.59, -0.66, -1.94], [1.83, -1.14, -3.84], [0.04, 0.89, -4.46], [0.83, 3.03, -3.09], [1.09, 1.89, -1.42], [-0.37, -3.78, -1.88], [0.32, -2.40, -0.78], [2.10, -3.34, -3.44], [1.79, -4.64, -2.12], [3.46, -1.87, -1.74], [4.02, -3.66, -1.60], [4.45, -2.21, 1.87], [-6.15, 7.18, -1.95], [-6.85, 6.69, -0.68], [-6.54, 5.20, -0.53], [-4.97, 4.93, -1.34], [-5.18, 4.09, -2.50], [-3.96, 4.63, -0.34], [-4.74, 6.61, -1.90], [-6.15, 8.27, -2.01], [-6.68, 6.79, -2.83], [-6.45, 7.23, 0.19], [-7.92, 6.87, -0.71], [-6.46, 4.90, 0.52], [-7.29, 4.58, -1.04], [-4.24, 6.62, -2.87], [-4.14, 7.13, -1.15], [5.07, -3.94, 5.01], [6.25, -3.78, 5.97], [6.83, -2.39, 5.76], [5.48, -1.36, 5.19], [5.76, -0.95, 3.84], [5.12, -0.42, 6.24], [4.26, -2.66, 5.14], [4.47, -4.82, 5.24], [5.44, -4.04, 3.98], [5.89, -3.89, 7.00], [7.00, -4.56, 5.81], [7.23, -1.98, 6.70], [7.61, -2.39, 4.99], [3.57, -2.49, 4.31], [3.71, -2.64, 6.09]],
  "e_tot_ha": -2520.87744,
  "homo_energy_ev": -11.20,
  "gap_ev": 8.4,
  "total_charge": 1,
  "lumo_ha": -0.103,
  "molar_mass_g_mol": 486.70
}